Record 1
{"formula": "C28H20EuF6N9O4S4", "method": "the ωB97M-V functional and the def2-TZVPD basis", "species": ["Eu", "C", "C", "C", "C", "N", "C", "N", "C", "N", "C", "N", "C", "C", "C", "C", "C", "N", "C", "C", "C", "C", "C", "C", "H", "H", "H", "H", "H", "H", "H", "H", "H", "H", "H", "H", "C", "S", "C", "S", "N", "N", "C", "C", "C", "C", "C", "C", "N", "H", "H", "H", "H", "H", "H", "H", "H", "F", "C", "F", "F", "S", "O", "O", "N", "S", "O", "O", "C", "F", "F", "F"], "xyz": [[0.24, -0.27, -0.37], [-2.28, -3.74, -2.28], [-3.60, -3.30, -2.31], [-3.92, -2.14, -1.64], [-2.93, -1.43, -0.94], [-1.66, -1.84, -0.97], [-1.36, -2.97, -1.62], [-3.41, -0.35, -0.21], [-2.79, 0.39, 0.65], [-1.47, 0.47, 1.02], [-1.35, 1.39, 2.02], [-0.34, 1.80, 2.71], [1.01, 1.51, 2.57], [1.83, 2.12, 3.54], [3.20, 1.99, 3.47], [3.75, 1.24, 2.43], [2.88, 0.65, 1.54], [1.55, 0.76, 1.60], [-2.70, 1.97, 2.32], [-3.10, 2.93, 3.23], [-4.46, 3.26, 3.24], [-5.36, 2.65, 2.37], [-4.93, 1.69, 1.46], [-3.58, 1.37, 1.46], [-1.98, -4.66, -2.77], [-4.37, -3.87, -2.83], [-4.94, -1.76, -1.60], [-0.32, -3.28, -1.57], [1.35, 2.70, 4.31], [3.84, 2.46, 4.21], [4.82, 1.11, 2.32], [3.28, 0.04, 0.75], [-2.39, 3.39, 3.90], [-4.82, 4.01, 3.94], [-6.40, 2.93, 2.40], [-5.61, 1.20, 0.77], [-0.06, -1.40, 4.97], [1.49, -1.75, 4.13], [1.00, -2.11, 2.47], [-0.59, -2.35, 1.98], [2.07, -2.26, 1.69], [1.85, -2.08, 0.38], [2.73, -2.58, -0.42], [2.62, -2.33, -1.86], [3.56, -2.91, -2.72], [3.45, -2.68, -4.08], [2.42, -1.89, -4.55], [1.53, -1.37, -3.63], [1.61, -1.58, -2.32], [0.05, -1.73, 6.01], [-0.85, -1.95, 4.47], [-0.27, -0.33, 4.93], [3.54, -3.20, -0.04], [4.35, -3.52, -2.31], [4.17, -3.12, -4.77], [2.29, -1.68, -5.61], [0.69, -0.78, -3.97], [-0.74, 4.12, -2.11], [-1.51, 3.04, -2.29], [-2.03, 2.69, -1.14], [-2.49, 3.37, -3.14], [-0.53, 1.62, -3.10], [-0.74, 0.44, -2.27], [-1.12, 1.60, -4.41], [0.98, 2.13, -3.13], [1.65, 2.42, -1.71], [0.70, 2.02, -0.66], [2.80, 0.99, -1.56], [4.06, 1.15, -1.97], [4.92, 1.19, -0.93], [4.25, 2.28, -2.68], [4.45, 0.13, -2.76]], "fmax_ev_per_a": 4.72, "e_tot_ha": -4775.0959, "e_above_lowest_kcal_mol": 84.7, "s2": 15.82, "lumo_energy_ha": [0.0795, 0.0005], "charge": -1, "multiplicity": 8}



Record 2
{"formula": "C27H36N4O4", "method": "the ωB97M-V functional and the def2-TZVPD basis", "species": ["C", "C", "C", "C", "O", "C", "C", "C", "C", "C", "C", "H", "H", "N", "C", "O", "C", "C", "C", "O", "N", "C", "N", "C", "C", "C", "C", "H", "H", "H", "H", "H", "H", "H", "H", "H", "C", "H", "C", "O", "N", "H", "C", "C", "C", "C", "C", "C", "H", "H", "H", "H", "H", "H", "H", "H", "H", "H", "H", "H", "H", "H", "H", "H", "H", "H", "H", "H", "H", "H", "H"], "xyz": [[-2.65, -4.96, -6.18], [-2.13, -4.53, -4.81], [-3.21, -3.92, -3.92], [-3.61, -2.51, -4.36], [-2.52, -1.60, -4.30], [-2.11, -1.11, -3.11], [-2.72, -1.32, -1.88], [-2.21, -0.74, -0.74], [-1.07, 0.04, -0.80], [-0.45, 0.27, -2.02], [-0.97, -0.30, -3.17], [-0.51, -0.12, -4.13], [0.42, 0.91, -2.08], [-0.55, 0.65, 0.38], [0.24, 0.00, 1.26], [0.73, 0.58, 2.23], [0.49, -1.46, 0.96], [1.42, -2.12, 1.99], [0.64, -2.56, 3.23], [0.35, -3.72, 3.43], [0.32, -1.52, 4.05], [-0.39, -1.54, 5.24], [-0.61, -0.32, 5.74], [-1.27, -0.22, 6.88], [-1.74, -1.31, 7.58], [-1.51, -2.57, 7.06], [-0.82, -2.70, 5.87], [-0.62, -3.66, 5.43], [-1.87, -3.45, 7.58], [-2.28, -1.18, 8.51], [-1.41, 0.79, 7.23], [0.57, -0.58, 3.73], [1.86, -3.02, 1.56], [2.21, -1.42, 2.27], [0.95, -1.52, -0.03], [-0.46, -2.00, 0.91], [-0.84, 2.06, 0.58], [-1.78, 2.29, 0.06], [0.28, 2.95, 0.00], [0.13, 3.57, -1.03], [1.39, 2.92, 0.75], [1.38, 2.31, 1.56], [2.63, 3.60, 0.41], [3.20, 3.07, -0.91], [4.52, 3.76, -1.23], [4.33, 5.27, -1.31], [3.75, 5.80, 0.00], [2.43, 5.11, 0.32], [2.03, 5.48, 1.27], [1.70, 5.32, -0.46], [3.59, 6.88, -0.07], [4.46, 5.62, 0.81], [3.64, 5.51, -2.12], [5.28, 5.76, -1.52], [4.91, 3.39, -2.18], [5.25, 3.53, -0.45], [3.35, 1.99, -0.84], [2.48, 3.27, -1.71], [3.34, 3.37, 1.22], [-0.95, 2.25, 1.65], [-2.70, -0.90, 0.21], [-3.61, -1.93, -1.80], [-3.90, -2.51, -5.41], [-4.46, -2.14, -3.77], [-2.84, -3.88, -2.89], [-4.11, -4.55, -3.93], [-1.72, -5.41, -4.30], [-1.33, -3.81, -4.93], [-1.86, -5.43, -6.75], [-3.47, -5.67, -6.07], [-3.01, -4.10, -6.74]], "fmax_ev_per_a": 0.73, "e_tot_ha": -1570.5266, "e_above_lowest_kcal_mol": 34.1, "lumo_energy_ha": 0.0206}



Record 3
{"formula": "C25H74N12O13", "method": "the ωB97M-V functional and the def2-TZVPD basis", "species": ["C", "O", "N", "N", "H", "H", "H", "H", "C", "O", "N", "N", "H", "H", "H", "H", "C", "O", "N", "N", "H", "H", "H", "H", "C", "O", "N", "N", "H", "H", "H", "H", "C", "O", "N", "N", "H", "H", "H", "H", "C", "C", "O", "H", "H", "H", "H", "H", "H", "C", "C", "O", "H", "H", "H", "H", "H", "H", "C", "C", "O", "H", "H", "H", "H", "H", "H", "C", "C", "O", "H", "H", "H", "H", "H", "H", "C", "O", "C", "C", "N", "C", "C", "O", "C", "H", "H", "H", "H", "H", "H", "H", "H", "H", "H", "H", "H", "H", "H", "H", "C", "O", "C", "C", "N", "C", "C", "O", "C", "H", "H", "H", "H", "H", "H", "H", "H", "H", "H", "H", "H", "H", "H", "H"], "xyz": [[-3.21, -1.39, -5.07], [-2.83, -2.33, -5.76], [-4.22, -0.56, -5.48], [-2.66, -1.10, -3.85], [-4.44, -0.54, -6.45], [-4.59, 0.16, -4.88], [-1.85, -1.61, -3.54], [-3.08, -0.46, -3.19], [0.87, 4.71, 0.58], [0.55, 5.70, -0.06], [1.26, 4.78, 1.90], [0.96, 3.46, 0.05], [1.05, 5.63, 2.39], [1.38, 3.94, 2.45], [0.84, 3.30, -0.94], [1.04, 2.67, 0.67], [1.20, 0.75, 3.07], [1.09, 1.19, 1.93], [2.38, 0.73, 3.76], [0.18, 0.07, 3.68], [2.43, 0.39, 4.70], [3.20, 1.10, 3.32], [0.24, -0.19, 4.64], [-0.74, 0.34, 3.37], [-1.24, -4.46, -2.81], [-0.59, -3.41, -2.85], [-2.27, -4.71, -3.66], [-0.82, -5.53, -2.04], [-2.57, -3.95, -4.26], [-2.77, -5.58, -3.62], [0.10, -5.44, -1.65], [-1.40, -6.32, -1.87], [-2.33, -2.93, 2.49], [-2.71, -1.77, 2.37], [-2.48, -3.61, 3.67], [-1.74, -3.60, 1.46], [-2.62, -3.09, 4.53], [-1.91, -4.44, 3.77], [-1.57, -4.59, 1.54], [-1.89, -3.18, 0.56], [3.85, -1.65, 1.61], [2.79, -2.75, 1.56], [1.79, -2.51, 2.56], [3.47, -0.70, 1.23], [4.62, -1.93, 0.87], [4.23, -1.55, 2.62], [3.23, -3.73, 1.72], [2.36, -2.72, 0.55], [1.49, -1.62, 2.36], [-0.29, 1.93, -4.28], [-1.04, 2.87, -3.37], [-0.09, 3.66, -2.66], [0.20, 2.41, -5.13], [-0.98, 1.24, -4.78], [0.47, 1.37, -3.75], [-1.66, 2.25, -2.72], [-1.72, 3.53, -3.92], [-0.53, 4.15, -1.96], [0.14, 0.04, -1.39], [-0.37, -0.97, -0.38], [-1.65, -0.56, 0.11], [-0.65, 0.17, -2.13], [1.02, -0.35, -1.90], [0.40, 1.00, -0.95], [0.25, -1.02, 0.52], [-0.39, -1.95, -0.86], [-1.77, -0.65, 1.06], [-4.54, -1.41, -0.87], [-4.90, -0.19, -1.67], [-3.89, 0.82, -1.56], [-5.40, -2.09, -0.84], [-4.37, -1.20, 0.19], [-3.64, -1.92, -1.21], [-5.85, 0.20, -1.29], [-5.01, -0.36, -2.74], [-3.18, 0.52, -0.98], [-4.82, -1.65, 6.07], [-3.47, -1.27, 6.20], [-3.26, 0.06, 6.62], [-3.57, 1.08, 5.53], [-2.68, 0.82, 4.38], [-3.16, 1.49, 3.17], [-3.05, 3.02, 3.26], [-3.48, 3.57, 2.03], [-2.41, 3.83, 1.13], [-4.86, -2.70, 5.77], [-5.33, -1.15, 5.24], [-5.34, -1.58, 7.03], [-2.27, 0.15, 7.05], [-3.93, 0.33, 7.45], [-3.36, 2.08, 5.91], [-4.60, 0.91, 5.19], [-2.72, -0.18, 4.18], [-4.21, 1.22, 2.97], [-2.56, 1.27, 2.28], [-2.00, 3.25, 3.48], [-3.69, 3.45, 4.02], [-1.88, 2.92, 0.85], [-1.70, 4.52, 1.60], [-2.86, 4.21, 0.21], [3.40, 2.34, -3.06], [2.87, 1.21, -2.40], [3.46, 0.80, -1.18], [4.96, 0.62, -1.20], [5.29, -0.57, -2.02], [6.38, -0.32, -2.98], [7.74, -0.30, -2.31], [8.71, 0.43, -3.05], [9.17, -0.24, -4.20], [3.66, 2.07, -4.08], [4.29, 2.75, -2.58], [2.66, 3.15, -3.05], [3.00, -0.12, -0.82], [3.15, 1.51, -0.39], [5.35, 0.63, -0.18], [5.48, 1.47, -1.68], [4.50, -0.62, -2.67], [6.23, 0.62, -3.52], [6.38, -1.15, -3.69], [8.17, -1.30, -2.17], [7.72, 0.16, -1.32], [9.79, -1.10, -3.93], [9.82, 0.47, -4.73], [8.37, -0.59, -4.86]], "fmax_ev_per_a": 1.93, "e_tot_ha": -2632.2171, "e_above_lowest_kcal_mol": 0.0, "lumo_energy_ha": 0.0075}



Record 4
{"formula": "C24H51FN6O8P", "method": "the ωB97M-V functional and the def2-TZVPD basis", "species": ["C", "C", "C", "N", "C", "C", "C", "C", "N", "N", "P", "O", "O", "C", "C", "O", "O", "N", "C", "C", "C", "F", "H", "H", "H", "H", "H", "H", "H", "H", "H", "H", "H", "H", "H", "H", "H", "H", "H", "H", "H", "H", "H", "C", "O", "C", "C", "N", "C", "C", "O", "C", "H", "H", "H", "H", "H", "H", "H", "H", "H", "H", "H", "H", "H", "H", "H", "C", "O", "C", "C", "N", "C", "C", "O", "C", "H", "H", "H", "H", "H", "H", "H", "H", "H", "H", "H", "H", "H", "H", "H"], "xyz": [[-4.30, -2.59, -0.90], [-4.09, -1.21, -1.41], [-4.57, -0.09, -0.50], [-3.58, -0.96, -2.56], [-2.47, -0.19, -2.69], [-1.27, -0.23, -2.05], [-0.92, -1.23, -1.00], [-0.74, -2.60, -1.62], [-1.12, -2.87, -2.80], [-0.47, 0.79, -2.61], [1.25, 1.16, -2.19], [1.46, 0.90, -0.58], [1.50, 2.77, -2.33], [-1.20, 1.38, -3.57], [-0.63, 2.46, -4.44], [0.54, 1.97, -5.08], [0.19, 0.74, -5.69], [-2.40, 0.83, -3.65], [-3.51, 1.09, -4.55], [-3.83, 2.56, -4.83], [-3.67, 3.50, -3.65], [-5.17, 2.57, -5.21], [-5.36, -2.73, -0.66], [-3.78, -2.69, 0.05], [-3.97, -3.35, -1.60], [-5.52, -0.42, -0.08], [-4.78, 0.78, -1.12], [-3.87, 0.12, 0.32], [-1.65, -1.25, -0.18], [0.04, -1.03, -0.52], [-0.23, -3.36, -1.02], [-0.88, -3.83, -3.03], [0.70, 1.22, -0.07], [0.71, 3.27, -2.06], [-0.35, 3.34, -3.86], [-1.32, 2.78, -5.23], [0.65, 0.06, -5.18], [-3.30, 0.57, -5.48], [-4.42, 0.63, -4.15], [-3.28, 2.95, -5.69], [-2.70, 3.97, -3.60], [-3.96, 3.03, -2.70], [-4.38, 4.32, -3.81], [-2.16, 4.68, 5.19], [-0.90, 4.67, 4.54], [0.20, 4.44, 5.41], [0.84, 3.10, 5.10], [-0.03, 2.00, 5.48], [0.42, 0.69, 5.01], [0.46, 0.46, 3.51], [-0.82, 0.45, 2.89], [-1.32, 1.71, 2.51], [-2.91, 4.99, 4.46], [-2.43, 3.68, 5.55], [-2.17, 5.39, 6.02], [-0.11, 4.49, 6.46], [0.93, 5.23, 5.23], [1.78, 3.02, 5.66], [1.08, 3.09, 4.03], [-0.95, 2.17, 5.11], [-0.26, -0.05, 5.44], [1.41, 0.49, 5.42], [0.87, -0.54, 3.35], [1.13, 1.15, 2.99], [-0.52, 2.41, 2.25], [-1.94, 2.15, 3.30], [-1.97, 1.58, 1.64], [4.40, -1.15, 2.10], [3.28, -1.91, 1.67], [2.86, -1.59, 0.35], [3.10, -2.76, -0.58], [4.52, -2.95, -0.82], [4.85, -4.19, -1.52], [4.56, -5.51, -0.82], [5.35, -5.74, 0.33], [4.85, -5.20, 1.54], [4.57, -1.37, 3.15], [5.30, -1.42, 1.54], [4.21, -0.08, 1.99], [3.33, -0.68, -0.02], [1.78, -1.41, 0.40], [2.60, -2.57, -1.54], [2.64, -3.65, -0.12], [5.00, -2.95, 0.07], [5.93, -4.16, -1.73], [4.35, -4.19, -2.49], [4.82, -6.31, -1.52], [3.50, -5.64, -0.59], [3.76, -5.17, 1.55], [5.25, -4.20, 1.72], [5.19, -5.84, 2.35]], "fmax_ev_per_a": 3.81, "e_tot_ha": -2316.3114, "lumo_energy_ha": -0.1070, "charge": 1}



Record 5
{"formula": "C5H11NO", "method": "the ωB97M-V functional and the def2-TZVPD basis", "species": ["C", "C", "C", "C", "C", "N", "O", "H", "H", "H", "H", "H", "H", "H", "H", "H", "H", "H"], "xyz": [[-0.55, -0.17, 0.47], [-0.99, 0.23, 1.84], [1.93, 0.10, -0.09], [-0.83, 0.06, -1.86], [0.97, -1.00, 0.24], [-1.29, 0.26, -0.51], [-2.24, 1.01, -0.27], [-1.59, 1.16, 1.85], [-1.65, -0.51, 2.29], [-0.01, 0.42, 2.29], [2.90, -0.14, -0.43], [1.99, 0.85, 0.70], [1.55, 0.91, -0.81], [-0.82, -1.00, -2.23], [-1.62, 0.47, -2.49], [0.18, 0.50, -1.92], [1.15, -1.32, 1.32], [0.91, -1.84, -0.41]], "fmax_ev_per_a": 5.07, "e_tot_ha": -326.9722, "e_above_lowest_kcal_mol": 99.9, "lumo_energy_ha": 0.0334}



Record 6
{"formula": "C5H7BrO", "method": "the ωB97M-V functional and the def2-TZVPD basis", "species": ["C", "C", "C", "C", "C", "O", "Br", "H", "H", "H", "H", "H", "H", "H"], "xyz": [[-0.81, 0.85, -0.96], [0.08, -0.05, -1.34], [-0.84, 1.08, 0.53], [-0.25, -0.43, 1.01], [0.69, -0.66, -0.16], [1.10, -2.01, -0.38], [2.42, 0.45, 0.24], [-1.38, 1.48, -1.63], [0.32, -0.37, -2.44], [-0.15, 1.82, 0.79], [-1.71, 1.50, 0.94], [0.15, -0.45, 1.98], [-1.06, -1.06, 0.95], [1.44, -2.14, 0.47]], "fmax_ev_per_a": 4.78, "e_tot_ha": -2843.9252, "e_above_lowest_kcal_mol": 8.5, "lumo_energy_ha": 0.0235}



Record 7
{"formula": "C4H7NS", "method": "the ωB97M-V functional and the def2-TZVPD basis", "species": ["C", "C", "C", "C", "H", "H", "H", "H", "H", "H", "H", "N", "S"], "xyz": [[0.47, -0.11, -2.15], [0.27, -0.40, 0.31], [0.05, 0.41, 1.58], [-1.06, -0.38, 1.02], [0.11, -1.12, -2.24], [0.70, 1.29, -0.69], [0.82, -1.35, 0.39], [0.62, 0.20, 2.52], [-0.05, 1.50, 1.48], [-1.97, 0.12, 0.53], [-1.33, -1.34, 1.51], [0.35, 0.39, -0.91], [1.03, 0.80, -3.35]], "fmax_ev_per_a": 2.81, "e_tot_ha": -609.5008, "e_above_lowest_kcal_mol": 36.2, "lumo_energy_ha": 0.0276}